This record from OMol25 describes a gas-phase ion, C27H35F6N4O (charge +1) in a non-equilibrium geometry. The level of theory is the ωB97M-V functional and the def2-TZVPD basis.

Results
- max |F| (eV Å⁻¹) = 3.3
- SMILES = CCCNC(=O)[C@@H]1CCC[N@@H+]1C(c1ccc(N(C)CC(F)(F)F)cc1)c1ccc(N(C)CC(F)(F)F)cc1
- orbital gap (eV) = 7.84
- electronic energy (a.u.) = -1943.1143
- charge = +1

Last column: Mulliken charge in e.
CARTESIAN COORDINATES (ANGSTROEM)
C1 -2.29031 -3.18325 -5.40017  -1.149
N1 -3.00598 -2.44395 -4.39634  0.203
C2 -4.43163 -2.25684 -4.61237  -0.957
C3 -4.63977 -0.90326 -5.22418  1.022
F1 -5.92765 -0.61124 -5.53800  -0.270
F2 -4.18955 0.07635 -4.36361  -0.242
F3 -3.88709 -0.77111 -6.36823  -0.277
C4 -2.38135 -1.95831 -3.28178  0.722
C5 -3.05327 -1.89611 -2.03856  -0.527
C6 -2.39312 -1.40643 -0.92827  -0.544
C7 -1.14591 -0.77501 -1.06601  -1.295
C8 -0.55482 -0.01043 0.10539  1.092
C9 0.96182 -0.13299 0.20987  0.014
C10 1.76852 0.86121 0.76997  -0.964
C11 3.15149 0.76875 0.75756  -1.374
C12 3.79509 -0.39878 0.28690  1.735
N2 5.15795 -0.49381 0.30233  0.175
C13 5.97663 0.60937 0.74883  -1.219
C14 5.84868 -1.77770 0.21456  -1.214
C15 6.43945 -1.96554 -1.15187  1.062
F4 7.33060 -2.99965 -1.22690  -0.276
F5 5.44064 -2.20801 -2.07074  -0.270
F6 7.08988 -0.83192 -1.58156  -0.275
C16 2.96928 -1.44791 -0.20114  -0.712
C17 1.58802 -1.32283 -0.19809  -1.114
C18 -0.47935 -0.82074 -2.30100  -0.722
C19 -1.04982 -1.48883 -3.37377  -0.830
H1 -1.55454 -3.85667 -4.93552  0.385
H2 -3.01020 -3.79004 -5.95882  0.346
H3 -1.75596 -2.52951 -6.10815  0.327
H4 -4.77274 -3.01302 -5.32190  0.369
H5 -4.97640 -2.27727 -3.66607  0.243
H6 -4.07998 -2.26157 -1.95942  0.322
H7 -2.86527 -1.49459 0.05799  0.620
H8 -1.00600 -0.45214 1.00664  0.736
H9 1.34639 1.73207 1.26378  0.619
H10 3.73319 1.60120 1.15088  0.342
H11 5.54104 1.55556 0.40575  0.343
H12 6.07633 0.63631 1.84599  0.346
H13 6.97910 0.51685 0.31841  0.406
H14 6.68985 -1.77384 0.92383  0.414
H15 5.15457 -2.60666 0.39234  0.406
H16 3.41961 -2.34295 -0.62376  0.335
H17 0.98298 -2.16349 -0.54084  0.582
H18 0.51811 -0.39281 -2.41301  0.538
H19 -0.50868 -1.58309 -4.31830  0.387
C20 -0.63660 1.30512 7.40251  -1.284
C21 -0.96390 1.93899 6.06377  -0.195
C22 -0.07535 1.43534 4.92922  -0.768
N3 -0.35018 2.13262 3.66509  -0.081
C23 -0.81816 1.49021 2.57312  0.201
C24 -0.83642 2.28496 1.27162  -0.201
C25 -1.95633 3.33561 1.19588  -0.590
C26 -2.86474 2.94165 0.02849  -0.726
C27 -2.50997 1.49513 -0.28998  -0.490
N4 -1.04474 1.36062 0.09428  0.004
O1 -1.20917 0.31170 2.64941  -0.716
H20 -1.37243 1.62221 8.14174  0.361
H21 -0.66050 0.21377 7.34652  0.332
H22 0.35066 1.61110 7.75655  0.328
H23 -2.00294 1.72102 5.78480  0.258
H24 -0.86172 3.03022 6.12029  0.315
H25 0.98568 1.59657 5.17423  0.389
H26 -0.23269 0.36429 4.75327  0.306
H27 -0.20728 3.13704 3.64119  0.315
H28 0.11433 2.82869 1.15579  0.533
H29 -2.52366 3.38625 2.13901  0.406
H30 -1.50477 4.32700 1.04972  0.361
H31 -3.92582 3.02989 0.28779  0.355
H32 -2.68191 3.56644 -0.85827  0.297
H33 -3.04543 0.77678 0.34533  0.412
H34 -2.61871 1.22757 -1.34783  0.337
H35 -0.54705 1.81383 -0.66615  0.683

Forces on atoms 1 to 6 (eV/Å):
C 0.7 0.0 -0.5
N -1.2 -0.7 -0.3
C 0.7 -0.1 0.3
C 0.3 1.6 -0.8
F 1.0 -0.4 0.3
F -0.5 -0.7 -0.7